# 1
{
  "formula": "C3H4N2O",
  "method": "wB97M-V/def2-TZVPD",
  "elements": ["N", "C", "C", "C", "N", "O", "H", "H", "H", "H"],
  "positions_angstrom": [[1.533917, -0.347706, -0.679165], [0.312198, 0.175439, -0.384165], [-0.565260, 1.128882, -0.307832], [-1.062004, -0.253755, -0.029930], [-1.322693, -0.691048, 1.357583], [-0.337880, -0.629107, 2.053747], [1.811732, -1.098340, -0.061365], [2.269250, 0.331390, -0.818318], [-0.888358, 2.149776, -0.422217], [-1.750906, -0.765529, -0.708334]],
  "atomic_forces_ev_per_a": [[0.0, 0.1, 0.1], [-0.2, 0.2, 0.0], [0.3, 0.0, 0.0], [-0.1, -0.2, -0.1], [0.6, 0.1, 0.3], [-0.5, 0.0, -0.2], [0.0, 0.0, -0.2], [-0.1, 0.0, 0.1], [0.1, -0.2, 0.0], [0.1, 0.1, 0.1]],
  "gap_ev": 8.86,
  "de_lowest_kcal_mol": 114.76,
  "smiles": "NC1=C[C@@H]1N=O",
  "spin_multiplicity": 1
}



# 2
{
  "formula": "C33H48BrFN4O19P",
  "method": "wB97M-V/def2-TZVPD",
  "elements": ["C", "C", "O", "O", "C", "C", "C", "C", "C", "C", "C", "C", "O", "C", "O", "C", "C", "C", "C", "C", "Br", "C", "N", "N", "C", "C", "O", "N", "C", "O", "F", "C", "P", "N", "O", "H", "H", "H", "H", "H", "H", "H", "H", "H", "H", "H", "H", "H", "H", "H", "H", "H", "H", "H", "H", "H", "H", "H", "H", "H", "H", "H", "H", "H", "H", "H", "H", "C", "C", "O", "C", "O", "O", "H", "H", "H", "H", "C", "C", "O", "C", "O", "O", "H", "H", "H", "H", "C", "C", "O", "C", "O", "O", "H", "H", "H", "H", "C", "C", "O", "C", "O", "O", "H", "H", "H", "H"],
  "positions_angstrom": [[-8.502031, 8.411593, -3.878804], [-7.489897, 7.577362, -4.604161], [-7.805280, 6.689916, -5.350561], [-6.228856, 7.947946, -4.362926], [-5.220476, 7.031269, -4.811890], [-4.015230, 7.124948, -3.888895], [-3.098416, 5.939789, -4.145609], [-1.730756, 6.060248, -3.459962], [-1.526836, 5.109332, -2.260649], [-0.311247, 4.177728, -2.392317], [0.461361, 3.960397, -1.077746], [0.470431, 2.504390, -0.679259], [1.482539, 2.267648, 0.319798], [1.511256, 1.054827, 0.874529], [1.639246, 0.906955, 2.044301], [1.504173, -0.143025, -0.049038], [2.722577, -0.536074, -0.587832], [4.035221, 0.113223, -0.234583], [4.904280, -0.825104, 0.641070], [6.207856, -0.173673, 1.056533], [3.972720, -1.444297, 2.234882], [2.738764, -1.618248, -1.494817], [3.889818, -2.114949, -2.064519], [1.580428, -2.216126, -1.795306], [0.381633, -1.863127, -1.257032], [-0.694679, -2.736844, -1.811173], [-0.404843, -3.841065, -2.145818], [-2.006703, -2.201328, -2.039320], [-2.311375, -2.119683, -3.381195], [-1.548587, -2.055374, -4.274519], [-3.613391, -2.052709, -3.557085], [0.286008, -0.826695, -0.351188], [-1.360911, -0.384852, 0.408350], [-1.839347, -1.938526, 0.933320], [-0.971264, 0.369801, 1.794320], [-8.976537, 9.038204, -4.628064], [-8.020075, 9.062949, -3.158475], [-9.243714, 7.774809, -3.419282], [-4.914102, 7.340178, -5.808408], [-5.573110, 6.005811, -4.825590], [-3.506160, 8.067295, -4.064327], [-4.410535, 7.110848, -2.872947], [-3.639420, 5.035006, -3.867158], [-2.965546, 5.899976, -5.225763], [-1.590130, 7.091793, -3.154354], [-0.975059, 5.875423, -4.217626], [-1.430569, 5.721168, -1.367748], [-2.437172, 4.525847, -2.150825], [-0.678831, 3.214336, -2.748649], [0.344094, 4.580281, -3.156380], [1.467342, 4.360672, -1.147587], [-0.068279, 4.495767, -0.295408], [-0.520944, 2.262691, -0.310105], [0.657596, 1.889968, -1.564407], [3.875336, 1.044296, 0.298260], [4.643393, 0.290057, -1.118255], [5.117153, -1.731376, 0.092520], [6.104475, 0.409981, 1.962942], [6.638592, 0.424491, 0.257412], [6.935889, -0.947568, 1.283616], [4.519513, -1.386886, -2.383123], [3.678571, -2.692428, -2.872260], [1.585850, -3.006247, -2.434529], [-2.701840, -2.718980, -1.515144], [-2.829531, -2.061789, 0.781887], [-1.598201, -2.116730, 1.901389], [-0.194528, -0.005318, 2.241076], [4.715195, -3.525794, 5.660880], [5.393048, -4.368293, 6.718885], [6.744604, -4.416742, 6.251965], [6.957892, -3.336373, 5.460889], [8.018353, -2.997416, 5.050737], [5.791685, -2.699345, 5.197980], [3.904759, -2.916725, 6.051736], [4.340882, -4.121397, 4.828781], [5.378293, -3.898217, 7.704024], [4.977756, -5.370266, 6.795537], [2.916774, -8.029187, 6.385089], [1.520135, -7.866444, 6.940495], [1.259995, -6.468046, 6.698690], [2.046014, -6.068267, 5.682453], [1.959463, -5.015588, 5.127858], [2.958506, -7.014566, 5.369309], [3.094320, -9.011131, 5.956213], [3.692927, -7.816326, 7.123038], [0.785391, -8.462255, 6.405999], [1.455504, -8.090904, 8.001900], [-0.711753, 6.766568, -9.038987], [-0.113399, 5.734915, -8.105554], [-0.164052, 6.403060, -6.839742], [-1.138127, 7.347135, -6.900010], [-1.544334, 7.957562, -5.967237], [-1.584575, 7.492024, -8.167840], [-1.270699, 6.328984, -9.861454], [0.035677, 7.453202, -9.439147], [-0.714713, 4.825789, -8.047551], [0.910247, 5.470796, -8.357242], [-3.019678, -9.336408, 8.126099], [-3.711880, -9.949253, 6.926519], [-2.669443, -9.947382, 5.942108], [-1.484250, -9.933245, 6.585416], [-0.426567, -10.096109, 6.062834], [-1.652529, -9.707935, 7.906727], [-3.374387, -9.728322, 9.075014], [-3.089265, -8.247702, 8.139641], [-4.024934, -10.978944, 7.103247], [-4.564540, -9.371653, 6.581111]],
  "atomic_forces_ev_per_a": [[0.5, 0.5, -0.1], [-0.6, 0.1, -0.1], [0.2, -0.4, -0.1], [0.1, -0.4, 0.4], [0.8, 0.4, -0.1], [-0.7, -0.1, 0.0], [-0.1, 0.5, -0.2], [-0.2, -0.5, -0.2], [0.0, 0.5, -0.3], [-0.4, 0.0, 0.3], [-0.3, 0.1, 0.0], [0.2, 0.2, -1.0], [-0.3, -0.1, 0.1], [0.1, 0.4, -0.2], [0.4, -0.3, 0.9], [-0.1, -0.3, -0.8], [0.0, 0.3, -0.1], [0.0, -0.9, 0.8], [0.1, 0.3, 0.0], [0.3, -0.4, 0.1], [-0.1, -0.1, -0.1], [0.0, 0.0, 0.2], [-0.8, 0.4, -0.7], [0.4, 0.3, 0.3], [-0.1, 0.6, 0.2], [-0.1, 0.0, 0.1], [0.1, -0.7, -0.2], [0.0, -0.3, 0.5], [0.0, 0.3, -0.1], [0.7, 0.1, -0.5], [-0.7, 0.0, 0.1], [0.6, -0.3, 0.3], [-1.0, 0.2, -0.3], [0.3, 0.2, -0.4], [0.4, -0.4, -0.5], [-0.3, 0.0, 0.0], [-0.1, 0.0, 0.2], [-0.1, -0.1, 0.1], [-0.1, -0.2, -0.3], [-0.4, 0.0, -0.1], [0.2, 0.1, 0.1], [0.2, 0.1, 0.2], [0.1, -0.2, 0.1], [0.1, -0.2, -0.1], [0.1, 0.1, 0.1], [0.2, -0.1, 0.0], [0.0, 0.0, 0.2], [-0.1, -0.2, 0.2], [0.1, -0.1, -0.2], [0.2, 0.0, -0.1], [0.2, -0.1, 0.1], [0.2, 0.2, 0.2], [-0.1, -0.3, 0.4], [0.2, -0.1, 0.0], [0.0, 0.2, -0.1], [-0.1, 0.4, -0.2], [0.0, -0.2, -0.1], [-0.1, 0.3, 0.0], [-0.1, 0.2, -0.1], [0.1, -0.1, 0.1], [0.2, 0.0, 0.4], [0.2, -0.3, 0.1], [-0.2, -0.1, 0.0], [-0.1, 0.2, 0.1], [-0.1, 0.0, 0.3], [0.0, -0.3, 0.0], [-0.1, 0.3, 0.3], [-0.2, 0.0, -0.1], [-0.1, 0.0, 0.1], [-0.1, 0.0, 0.0], [0.0, 0.0, 0.0], [0.1, 0.0, 0.0], [0.0, -0.1, 0.1], [0.1, 0.1, 0.0], [0.0, 0.0, 0.0], [0.0, 0.0, 0.0], [0.2, -0.1, -0.1], [0.1, -0.1, 0.1], [0.0, -0.1, 0.1], [0.1, 0.0, 0.0], [-0.1, 0.0, 0.0], [0.0, 0.1, 0.0], [0.0, 0.0, 0.1], [0.0, 0.1, -0.2], [0.0, 0.0, 0.0], [0.1, 0.1, 0.0], [0.0, 0.2, 0.0], [0.1, 0.0, -0.2], [0.1, -0.1, -0.1], [0.0, 0.0, -0.1], [0.0, 0.1, -0.1], [0.0, 0.0, 0.0], [0.1, -0.1, 0.0], [-0.2, 0.1, 0.1], [0.0, 0.0, 0.0], [0.0, 0.0, 0.0], [0.1, 0.1, 0.1], [-0.1, 0.1, 0.1], [-0.2, 0.0, 0.1], [0.0, 0.0, 0.1], [0.0, -0.1, 0.0], [-0.1, -0.1, -0.1], [0.0, 0.0, 0.0], [0.2, -0.1, 0.0], [0.0, 0.0, 0.0], [0.0, 0.0, 0.0], [0.1, 0.0, -0.2]],
  "gap_ev": 6.70,
  "charge": 1,
  "spin_multiplicity": 1
}